#one
Molecular formula: C5H9N2O
Method: DFT, ωB97M-V/def2-TZVPD

Values from the calculation:
- LUMO (spin up / spin down): -6.67 / -6.55 eV
- Gap between HOMO and LUMO (spin up / spin down): 5.78 / 6.06 eV
- HOMO level (spin up / spin down): -12.45 / -12.62 eV

```
! wB97M-V def2-TZVPD RIJCOSX def2/J DEFGRID3
* xyz 1 1
C -2.279 -1.525 -0.881
C -1.312 -1.558 -0.131
C 0.589 1.196 -0.391
C 0.648 -2.402 1.182
C -0.403 -1.348 0.864
N 1.525 2.076 -0.558
N -0.726 1.487 -0.497
O 1.361 3.356 -0.986
H -3.081 -1.657 -1.585
H 1.583 -2.016 1.691
H 0.578 -3.064 0.249
H 0.168 -2.901 1.954
H -0.444 -0.573 1.554
H 2.406 1.911 -0.182
H -1.310 0.789 -0.042
H -1.085 2.455 -0.471
H 1.781 3.774 -1.771
*
```

#two
Molecular formula: C5H9N2O
Method: DFT, ωB97M-V/def2-TZVPD

Values from the calculation:
- LUMO: -4.39 eV
- Structure (SMILES): C[C@@H]1C/[N+]1=C/NC=O
- Gap between HOMO and LUMO: 10.82 eV
- HOMO level: -15.21 eV

```
! wB97M-V def2-TZVPD RIJCOSX def2/J DEFGRID3
* xyz 1 1
C 1.372 1.010 -0.540
C 0.864 -0.400 -0.619
C -1.054 1.250 0.026
C -2.622 -0.541 -0.077
C 1.289 -1.343 0.419
N -2.281 0.789 0.172
N 0.025 0.639 -0.302
O -1.857 -1.265 -0.630
H 2.025 1.303 0.386
H 1.439 1.749 -1.472
H 0.659 -0.867 -1.506
H -1.073 2.331 0.200
H -3.448 -0.886 0.430
H 2.221 -1.708 0.120
H 0.629 -2.170 0.492
H 1.311 -0.855 1.431
H -3.075 1.306 0.444
*
```

#three
Molecular formula: C5H9N2O
Method: DFT, ωB97M-V/def2-TZVPD

Values from the calculation:
- LUMO: -3.39 eV
- Gap between HOMO and LUMO: 8.33 eV
- HOMO level: -11.72 eV

```
! wB97M-V def2-TZVPD RIJCOSX def2/J DEFGRID3
* xyz 1 1
C -2.160 1.062 0.085
C -1.282 2.026 0.463
C -1.288 -0.135 -0.121
C -0.003 0.317 0.170
C 2.543 -0.112 0.364
N -1.886 -1.484 -0.291
N 3.296 -0.512 -0.637
O -0.072 1.572 0.555
H -3.180 1.103 0.175
H -1.434 2.917 0.957
H 2.718 0.915 0.649
H 1.980 -0.873 0.978
H -1.264 -2.206 -0.088
H -2.216 -1.669 -1.294
H 3.765 0.201 -1.243
H -2.781 -1.645 0.211
H 3.264 -1.478 -0.931
*
```

#four
Molecular formula: C5H9N2O
Method: DFT, ωB97M-V/def2-TZVPD

Values from the calculation:
- LUMO: -3.69 eV
- Structure (SMILES): O=C1C[C@H]2[NH2+]CCN12
- Gap between HOMO and LUMO: 10.40 eV
- HOMO level: -14.08 eV

```
! wB97M-V def2-TZVPD RIJCOSX def2/J DEFGRID3
* xyz 1 1
C -0.301 1.178 -1.157
C 0.884 0.265 -1.587
C -1.464 0.170 0.730
C -0.130 0.010 1.544
C 0.326 -0.868 -0.774
N -1.098 0.167 -0.595
N 0.841 -0.900 0.730
O -0.548 2.281 -1.501
H 0.533 0.008 -2.581
H 1.896 0.716 -1.551
H -2.141 -0.597 1.051
H -1.880 1.129 0.978
H 0.391 0.984 1.605
H -0.320 -0.407 2.513
H 0.277 -1.902 -1.189
H 1.793 -0.517 0.478
H 0.942 -1.717 1.306
*
```

Which of them is most stable? Easy: #two.